No. 1
A structure of composition H26O13, computed with ωB97M-V with the def2-TZVPD basis set.

Element x y z (Å)
O: -0.28 0.44 3.76
H: -0.20 0.08 4.69
H: -1.13 0.34 3.42
O: -0.65 2.38 -1.23
H: -0.64 2.65 -0.29
H: 0.13 1.89 -1.34
O: 0.94 -2.83 1.22
H: 0.20 -3.43 1.22
H: 0.75 -1.97 0.73
O: -2.25 -3.16 -1.82
H: -1.82 -2.34 -2.10
H: -2.24 -3.24 -0.88
O: 2.26 -0.42 2.93
H: 2.75 0.41 2.74
H: 1.40 -0.09 3.19
O: 1.70 1.53 -1.84
H: 2.31 2.21 -2.14
H: 1.85 0.92 -2.61
O: 1.78 -2.35 -2.13
H: 1.13 -1.79 -2.03
H: 2.24 -2.65 -1.36
O: -1.01 -0.98 -1.94
H: -1.62 -0.15 -1.98
H: -0.98 -1.39 -2.76
O: -2.80 1.02 -2.14
H: -2.49 0.86 -3.17
H: -2.14 1.48 -1.79
O: 1.91 0.44 0.31
H: 1.57 0.77 -0.45
H: 1.17 -0.20 0.70
O: 0.45 2.67 1.03
H: 0.41 2.94 2.09
H: 0.99 1.90 0.84
O: -1.47 0.89 1.66
H: -1.60 1.77 1.71
H: -2.34 0.59 1.60
O: 0.17 -0.54 0.08
H: -0.06 -0.39 -0.83
H: -0.35 -0.24 0.93

Properties
Energy relative to the best compared isomer or geometry (same formula, charge and spin) = 8.178 eV
LUMO = -0.33 eV
2S+1 = 1
Highest occupied orbital energy = -9.288 eV

No. 2
A structure of composition C61H47FGeMoNO4P3, computed with ωB97M-V with the def2-TZVPD basis set.

Element x y z (Å)
Mo: 0.45 -0.02 0.44
F: -1.91 3.81 4.17
Ge: -1.54 2.60 2.95
C: 2.13 0.90 1.45
C: 2.37 2.20 1.82
C: 3.25 2.50 2.82
C: 3.91 1.51 3.45
C: 3.80 0.17 3.12
C: 2.84 -0.08 2.13
P: 2.55 -1.38 0.94
C: 4.05 -1.45 -0.06
C: 5.13 -0.70 0.34
C: 6.29 -0.73 -0.36
C: 6.40 -1.51 -1.49
C: 5.34 -2.29 -1.92
C: 4.15 -2.30 -1.18
C: 2.33 -2.99 1.72
C: 2.19 -3.07 3.13
C: 2.19 -4.34 3.70
C: 2.23 -5.46 2.89
C: 2.36 -5.37 1.52
C: 2.46 -4.11 0.95
C: -2.95 1.35 3.21
C: -3.80 1.70 4.26
C: -4.89 0.86 4.60
C: -5.08 -0.30 3.89
C: -4.32 -0.60 2.73
C: -3.25 0.23 2.47
P: -2.47 -0.17 0.87
C: -3.84 0.19 -0.23
C: -3.84 -0.41 -1.49
C: -4.85 -0.05 -2.36
C: -5.84 0.82 -1.95
C: -5.86 1.35 -0.70
C: -4.81 1.05 0.16
C: -2.40 -1.97 0.91
C: -1.34 -2.48 1.68
C: -1.06 -3.83 1.68
C: -1.97 -4.71 1.12
C: -3.07 -4.23 0.41
C: -3.25 -2.86 0.29
C: -0.96 3.86 1.52
C: -1.30 5.12 1.90
C: -1.26 6.17 0.99
C: -1.00 5.94 -0.36
C: -0.59 4.67 -0.72
C: -0.46 3.62 0.18
P: 0.36 2.17 -0.78
C: 2.00 2.79 -1.22
C: 2.99 1.90 -1.64
C: 4.31 2.31 -1.71
C: 4.64 3.61 -1.43
C: 3.68 4.48 -0.99
C: 2.37 4.09 -0.92
C: -0.57 1.94 -2.27
C: -1.90 2.29 -2.43
C: -2.54 2.18 -3.68
C: -1.79 1.88 -4.79
C: -0.44 1.57 -4.64
C: 0.18 1.53 -3.39
H: 1.86 3.05 1.35
H: 3.34 3.56 3.13
H: 4.57 1.80 4.25
H: 4.34 -0.60 3.62
H: 5.05 0.02 1.15
H: 7.20 -0.16 -0.10
H: 7.33 -1.46 -2.05
H: 5.34 -2.73 -2.91
H: 3.30 -2.83 -1.61
H: 2.10 -2.16 3.77
H: 2.05 -4.46 4.81
H: 2.24 -6.45 3.28
H: 2.48 -6.18 0.87
H: 2.62 -3.97 -0.11
H: -3.59 2.52 4.97
H: -5.51 1.09 5.45
H: -5.83 -1.02 4.19
H: -4.52 -1.48 2.18
H: -3.12 -1.11 -1.79
H: -4.95 -0.46 -3.38
H: -6.64 1.05 -2.63
H: -6.70 1.95 -0.36
H: -4.89 1.40 1.18
H: -0.70 -1.76 2.19
H: -0.27 -4.26 2.30
H: -1.79 -5.78 1.22
H: -3.75 -4.80 -0.22
H: -4.03 -2.41 -0.24
H: -1.65 5.33 2.90
H: -1.52 7.16 1.34
H: -1.11 6.74 -1.03
H: -0.36 4.46 -1.75
H: 2.72 0.87 -1.75
H: 5.04 1.55 -1.95
H: 5.69 3.88 -1.47
H: 4.04 5.52 -0.76
H: 1.66 4.81 -0.60
H: -2.54 2.55 -1.61
H: -3.57 2.42 -3.79
H: -2.27 1.76 -5.72
H: 0.09 1.32 -5.60
H: 1.21 1.21 -3.40
O: 2.01 -1.09 -2.71
C: 0.88 -1.42 -2.37
O: 0.30 -0.78 -1.33
C: 0.05 -2.43 -3.03
C: -1.17 -2.67 -2.46
C: -2.01 -3.59 -3.05
C: -1.65 -4.16 -4.25
C: -0.40 -3.94 -4.81
C: 0.47 -3.05 -4.20
H: -1.40 -2.22 -1.53
H: -2.91 -3.94 -2.55
H: -2.30 -4.91 -4.67
H: -0.14 -4.36 -5.79
H: 1.49 -2.81 -4.63
O: -0.03 2.01 4.09
N: 0.37 0.92 3.61
O: -0.30 0.58 2.61

Properties
Energy relative to the best compared isomer or geometry (same formula, charge and spin) = 0.000 eV
LUMO (alpha / beta) = -6.51 / -6.18 eV
2S+1 = 3
Net charge = +2
Highest occupied orbital energy (alpha / beta) = -13.220 / -13.512 eV

No. 3
A cluster of 6 separate species, C17H27B2O19 in total, computed with ωB97M-V with the def2-TZVPD basis set.

Element x y z (Å)
O: -3.94 -0.15 -0.52
B: -3.33 -1.18 -1.38
O: -3.10 -0.79 -2.82
B: -2.82 -2.68 -0.92
O: -3.06 -3.07 0.51
C: -2.05 -2.49 1.40
C: -0.95 -1.85 0.36
O: -1.33 -2.49 -0.90
H: -3.24 0.60 -0.51
H: -2.10 -0.61 -2.84
H: -3.05 -3.53 -1.73
H: -2.70 -1.73 2.04
H: -1.49 -3.18 2.17
H: 0.19 -2.08 0.49
H: -1.01 -0.69 0.48
C: -1.01 -7.39 1.19
C: -1.83 -6.15 1.13
O: -1.22 -5.31 2.09
C: 0.07 -5.73 2.22
O: 0.94 -5.13 2.83
O: 0.27 -6.92 1.57
H: -0.96 -7.90 0.22
H: -1.36 -8.10 1.94
H: -1.79 -5.66 0.15
H: -2.88 -6.33 1.39
C: -4.93 2.50 -2.02
C: -5.76 3.74 -2.08
O: -5.14 4.58 -1.12
C: -3.85 4.16 -0.99
O: -2.99 4.76 -0.38
O: -3.66 2.97 -1.64
H: -4.88 1.99 -2.99
H: -5.29 1.79 -1.27
H: -5.72 4.23 -3.06
H: -6.80 3.56 -1.82
C: 1.86 1.97 -4.00
C: 0.62 1.81 -4.83
O: -0.19 0.96 -4.04
C: 0.22 1.10 -2.75
O: -0.37 0.64 -1.78
O: 1.38 1.82 -2.67
H: 2.33 2.94 -4.13
H: 2.59 1.18 -4.20
H: 0.10 2.76 -4.98
H: 0.83 1.36 -5.80
C: 4.49 3.11 0.58
C: 3.03 3.07 0.27
O: 2.98 3.36 -1.11
C: 4.20 3.03 -1.63
O: 4.46 3.00 -2.82
O: 5.10 2.74 -0.64
H: 4.77 2.42 1.38
H: 4.83 4.12 0.86
H: 2.60 2.07 0.44
H: 2.46 3.80 0.85
C: 3.68 0.32 4.92
C: 5.13 0.40 5.27
O: 5.62 1.39 4.38
C: 4.56 2.17 4.03
O: 4.65 3.22 3.41
O: 3.38 1.63 4.46
H: 3.06 0.07 5.79
H: 3.48 -0.39 4.12
H: 5.30 0.74 6.30
H: 5.65 -0.55 5.12

Properties
LUMO = 1.99 eV
2S+1 = 1
Net charge = -1
Highest occupied orbital energy = -3.389 eV

No. 4
The molecule C33H35N3O7, computed with ωB97M-V with the def2-TZVPD basis set.

Element x y z (Å)
C: -5.25 -1.45 2.55
C: -6.36 -2.07 1.70
O: -6.80 -1.18 0.67
C: -5.98 -0.99 -0.37
O: -4.93 -1.56 -0.52
C: -6.58 0.03 -1.32
C: -5.84 0.08 -2.66
C: -4.43 0.65 -2.50
C: -4.47 1.98 -1.76
N: -5.17 1.84 -0.50
C: -4.59 1.83 0.72
O: -5.23 1.68 1.74
C: -3.11 2.01 0.74
C: -2.57 3.27 1.08
C: -1.21 3.45 1.15
C: -0.35 2.37 0.90
N: 0.98 2.56 0.84
C: 1.76 1.52 0.64
C: 3.18 1.80 0.40
C: 3.82 2.82 1.09
C: 5.15 3.09 0.85
C: 5.89 2.37 -0.08
O: 7.21 2.62 -0.34
C: 7.86 3.64 0.37
C: 5.24 1.35 -0.81
O: 5.78 0.56 -1.78
C: 7.16 0.58 -2.08
C: 3.90 1.08 -0.55
C: 1.21 0.19 0.61
C: 2.04 -1.02 0.69
C: 3.20 -1.07 1.44
C: 3.91 -2.25 1.51
C: 3.50 -3.40 0.84
O: 4.34 -4.46 1.00
C: 4.07 -5.72 0.41
C: 2.30 -3.36 0.10
O: 1.88 -4.50 -0.54
C: 0.66 -4.47 -1.24
C: 1.60 -2.17 0.04
N: -0.09 0.01 0.54
C: -0.90 1.08 0.64
C: -2.29 0.93 0.54
C: -6.54 1.41 -0.65
H: -5.11 -2.04 3.45
H: -4.32 -1.44 1.99
H: -5.51 -0.43 2.82
H: -6.03 -3.01 1.25
H: -7.26 -2.24 2.30
H: -7.63 -0.25 -1.47
H: -6.42 0.71 -3.35
H: -5.79 -0.92 -3.09
H: -3.83 -0.06 -1.93
H: -3.97 0.78 -3.48
H: -5.01 2.72 -2.36
H: -3.46 2.35 -1.58
H: -3.24 4.09 1.27
H: -0.78 4.41 1.37
H: 3.26 3.39 1.81
H: 5.62 3.88 1.41
H: 7.87 3.44 1.45
H: 8.88 3.65 0.00
H: 7.41 4.62 0.19
H: 7.29 -0.20 -2.83
H: 7.76 0.35 -1.20
H: 7.47 1.54 -2.49
H: 3.44 0.30 -1.13
H: 3.55 -0.21 1.99
H: 4.82 -2.32 2.09
H: 4.91 -6.35 0.72
H: 3.14 -6.15 0.78
H: 4.04 -5.65 -0.68
H: 0.52 -5.48 -1.62
H: 0.69 -3.77 -2.08
H: -0.17 -4.21 -0.57
H: 0.67 -2.10 -0.51
H: -2.69 -0.05 0.32
H: -7.08 2.14 -1.27
H: -6.99 1.37 0.34

Properties
Energy relative to the best compared isomer or geometry (same formula, charge and spin) = 0.000 eV
LUMO = -0.13 eV
Structure (SMILES) = CCOC(=O)[C@@H]1CCCN(C(=O)c2ccc3nc(-c4ccc(OC)c(OC)c4)c(-c4ccc(OC)c(OC)c4)nc3c2)C1
2S+1 = 1
Highest occupied orbital energy = -7.621 eV

No. 5
A structure of composition C18H21FN3OS2Ti, computed with ωB97M-V with the def2-TZVPD basis set.

Element x y z (Å)
Ti: 0.39 -0.03 -0.52
C: -2.59 -1.99 -5.17
S: -1.23 -2.80 -4.32
C: -0.79 -1.60 -3.11
S: 0.46 -2.11 -2.03
N: -1.43 -0.48 -3.09
N: -0.97 0.35 -2.09
C: -1.60 1.52 -1.98
C: -1.15 2.44 -1.02
C: -1.74 3.71 -0.83
C: -1.21 4.57 0.10
C: -0.09 4.17 0.86
C: 0.41 2.91 0.65
N: -0.08 2.05 -0.25
H: -2.88 -2.65 -5.99
H: -2.28 -1.03 -5.58
H: -3.44 -1.82 -4.52
H: -2.43 1.75 -2.64
H: -2.60 3.99 -1.42
H: -1.65 5.55 0.24
H: 0.36 4.81 1.60
H: 1.26 2.54 1.22
C: 2.69 -2.11 1.54
C: 3.15 -0.80 0.92
C: 4.21 -1.03 -0.14
C: 3.66 0.16 2.00
O: 2.04 -0.19 0.31
H: 3.50 -2.57 2.13
H: 2.39 -2.81 0.77
H: 1.84 -1.94 2.20
H: 5.10 -1.51 0.29
H: 4.51 -0.09 -0.60
H: 3.81 -1.68 -0.93
H: 4.56 -0.22 2.48
H: 2.89 0.29 2.76
H: 3.88 1.13 1.56
F: -3.68 -1.84 4.01
C: -2.80 -1.45 3.03
C: -2.95 -1.96 1.76
C: -2.04 -1.56 0.78
C: -1.00 -0.65 1.02
C: -0.92 -0.17 2.34
C: -1.80 -0.56 3.35
H: -3.75 -2.66 1.55
H: -2.15 -1.98 -0.21
H: -0.15 0.54 2.61
H: -1.72 -0.18 4.36

Properties
LUMO (alpha / beta) = 2.80 / 2.61 eV
2S+1 = 3
Net charge = -1
Highest occupied orbital energy (alpha / beta) = -2.912 / -4.829 eV

No. 6
The molecule C4H6N2, computed with ωB97M-V with the def2-TZVPD basis set.

Element x y z (Å)
N: 1.87 0.13 0.91
C: 0.62 0.03 0.26
C: -0.31 1.11 0.11
C: -1.36 0.63 -0.63
N: -1.11 -0.67 -0.95
C: 0.10 -1.06 -0.39
H: 2.18 -0.78 1.24
H: 1.81 0.75 1.71
H: -0.20 2.12 0.47
H: -2.26 1.11 -0.98
H: -1.85 -1.31 -1.19
H: 0.51 -2.05 -0.54

Properties
Energy relative to the best compared isomer or geometry (same formula, charge and spin) = 0.440 eV
LUMO = 1.13 eV
Structure (SMILES) = Nc1cc[nH]c1
2S+1 = 1
Highest occupied orbital energy = -7.608 eV

No. 7
A structure of composition C51H29Cl4N4Re, computed with ωB97M-V with the def2-TZVPD basis set.

Element x y z (Å)
Re: -0.07 0.09 -0.24
Cl: -9.12 -2.70 -0.91
C: -7.46 -2.18 -0.84
C: -6.74 -2.06 -2.01
C: -5.42 -1.64 -1.95
C: -4.81 -1.34 -0.73
C: -5.57 -1.47 0.43
C: -6.89 -1.88 0.39
C: -3.40 -0.90 -0.67
C: -2.41 -1.85 -0.94
C: -2.65 -3.21 -1.24
C: -1.43 -3.82 -1.40
C: -0.43 -2.84 -1.18
C: 0.95 -3.05 -1.26
C: 1.40 -4.45 -1.47
C: 1.97 -4.84 -2.68
C: 2.39 -6.15 -2.88
C: 2.22 -7.07 -1.87
Cl: 2.74 -8.72 -2.12
C: 1.65 -6.71 -0.66
C: 1.25 -5.40 -0.47
C: 1.93 -2.05 -1.19
N: 1.70 -0.70 -1.01
C: 2.94 -0.07 -0.99
C: 3.16 1.30 -0.77
C: 4.56 1.79 -0.84
C: 5.26 1.79 -2.04
C: 6.57 2.23 -2.11
C: 7.19 2.68 -0.96
Cl: 8.84 3.24 -1.03
C: 6.52 2.70 0.26
C: 5.21 2.25 0.31
C: 2.17 2.24 -0.48
C: 2.38 3.64 -0.32
C: 1.18 4.20 0.01
C: 0.20 3.17 0.00
N: 0.82 1.97 -0.30
C: -1.16 3.35 0.22
C: -2.14 2.37 0.06
C: -3.54 2.60 0.14
C: -4.17 1.42 -0.13
C: -3.16 0.44 -0.37
N: -1.92 1.05 -0.26
C: -1.62 4.72 0.58
C: -1.81 5.69 -0.40
C: -2.24 6.97 -0.07
C: -2.48 7.27 1.26
Cl: -3.02 8.88 1.68
C: -2.30 6.33 2.26
C: -1.87 5.06 1.91
C: 3.94 -1.04 -1.18
C: 3.33 -2.26 -1.29
N: -1.04 -1.63 -0.90
H: -7.20 -2.29 -2.96
H: -4.84 -1.54 -2.86
H: -5.11 -1.24 1.38
H: -7.47 -1.98 1.29
H: -3.62 -3.67 -1.34
H: -1.24 -4.85 -1.66
H: 2.10 -4.11 -3.47
H: 2.83 -6.45 -3.82
H: 1.54 -7.45 0.12
H: 0.80 -5.11 0.47
H: 4.76 1.44 -2.94
H: 7.11 2.23 -3.05
H: 7.02 3.05 1.15
H: 4.68 2.25 1.25
H: 3.33 4.14 -0.43
H: 0.98 5.24 0.21
H: -4.00 3.56 0.36
H: -5.23 1.24 -0.19
H: -1.62 5.43 -1.43
H: -2.39 7.72 -0.83
H: -2.49 6.59 3.29
H: -1.72 4.31 2.68
H: 5.00 -0.84 -1.20
H: 3.80 -3.22 -1.44
C: 0.16 -0.33 1.41
C: 0.47 -0.74 2.74
C: -0.42 -0.51 3.80
C: -0.10 -0.92 5.08
C: 1.10 -1.58 5.32
C: 1.98 -1.81 4.28
C: 1.67 -1.40 2.99
H: -1.35 0.00 3.60
H: -0.79 -0.74 5.89
H: 1.35 -1.90 6.32
H: 2.92 -2.33 4.46
H: 2.35 -1.58 2.17

Properties
LUMO (alpha / beta) = 2.24 / 1.47 eV
2S+1 = 4
Net charge = -1
Highest occupied orbital energy (alpha / beta) = -2.307 / -4.279 eV

no.,DFT total energy (eV)
1,-27033.7688
2,-162639.3520
3,-58324.4314
4,-53591.5835
5,-73031.2039
6,-7225.1513
7,-111541.3602